# 1
This record from the Open Molecules 2025 dataset describes a molecular structure, CH3N3S. The level of theory is wB97M-V/def2-TZVPD.

Spin multiplicity = 3
Calculated total energy = -602.12369 hartree
Expectation value of S² = 2.021
Maximum force = 4.714 eV/A
ΔE to the lowest compared entry with this formula, charge and spin = 48.34 kcal/mol

Last column: natural (NBO) charge in e.
CARTESIAN COORDINATES (ANGSTROEM)
C (0.125431, 0.240737, -0.352540)  -0.34
N (1.090023, -1.851764, -0.270022)  0.06
N (2.754376, -0.640511, 0.076981)  -0.73
N (0.298804, -0.957982, 0.216173)  -0.35
S (2.319184, 0.747101, 0.050320)  0.48
H (0.462693, 0.213432, -1.351095)  0.23
H (-0.525997, 1.094982, 0.081088)  0.25
H (-0.063603, -1.155570, 1.069927)  0.40

Force components x, y, z for each atom (eV/Å):
-0.2 1.8 1.2
0.0 0.9 0.6
2.2 -4.2 -0.1
-0.2 -0.3 -3.4
-1.0 4.2 0.1
-0.4 0.4 -1.1
1.0 -2.1 -0.8
-1.3 -0.7 3.4

# 2
This record from the Open Molecules 2025 dataset describes 2 unconnected molecules or ions with the total composition C3H15NSi3. The level of theory is wB97M-V/def2-TZVPD.

Calculated total energy = -1046.35176 hartree
Maximum force = 5.690 eV/A
ΔE to the lowest compared entry with this formula, charge and spin = 113.75 kcal/mol

Last column: natural (NBO) charge in e.
CARTESIAN COORDINATES (ANGSTROEM)
C (0.781362, 2.293365, -1.208197)  -0.62
C (-0.246065, 2.305151, -0.151581)  -0.44
C (-0.039289, 1.131263, 0.763897)  -0.87
N (-1.492477, -0.478313, -1.055963)  -1.30
Si (-1.598574, -2.555591, 2.849132)  0.37
Si (1.645940, -1.490457, -1.197284)  0.36
Si (-0.074486, -0.567554, -0.105725)  1.08
H (1.031620, 3.240629, -1.838121)  0.22
H (1.933393, 2.130732, -0.843864)  0.20
H (0.580167, 1.627454, -2.049988)  0.21
H (-0.274906, 3.324221, 0.320473)  0.21
H (-1.217147, 2.375104, -0.701857)  0.20
H (-0.920557, 0.992200, 1.435178)  0.24
H (0.866884, 1.333711, 1.311773)  0.24
H (-2.260743, 0.147480, -0.834889)  0.40
H (-1.466386, -0.774151, -1.958310)  0.38
H (-0.229487, -2.082894, 3.276407)  -0.18
H (-2.406252, -1.320988, 3.211884)  -0.17
H (-1.956510, -3.811686, 3.538901)  -0.16
H (2.726278, -1.725238, -0.373089)  -0.13
H (1.202442, -2.672409, -1.978640)  -0.11
H (1.714556, -0.332657, -2.107901)  -0.14

Force components x, y, z for each atom (eV/Å):
4.9 1.7 -2.4
-1.4 2.1 -0.8
-1.2 -0.6 0.4
-0.1 1.0 2.4
1.0 1.6 -0.4
-1.7 0.2 -1.8
-1.5 0.2 1.8
-1.2 -0.8 1.4
-2.8 -0.2 -0.5
0.0 -0.6 0.5
0.4 -1.0 0.3
0.3 -0.8 0.6
0.8 0.4 0.1
0.2 -0.3 0.6
0.3 -0.3 -0.2
-0.3 -1.0 -3.0
-0.3 -0.5 0.1
-0.1 -0.7 0.0
-0.2 0.0 0.1
1.8 -0.3 1.1
0.1 0.0 0.2
0.8 -0.1 -0.5

Question: Number 2 is which compound?
Answer: C3H15NSi3

Question: The highest calculated total energy belongs to which entry?
Answer: CH3N3S

Question: Number 2 is which compound?
Answer: C3H15NSi3

Question: Which formula does entry 2 have?
Answer: C3H15NSi3